# 1
9 unconnected molecules or ions with the total composition C38H45N9 in a non-equilibrium geometry, computed with wB97M-V/def2-TZVPD.

As for the lowest unoccupied orbital energy: 0.3 eV. The SMILES is c1cc[nH]c1.c1cc[nH]c1.c1cc[nH]c1.c1cc[nH]c1.c1cc[nH]c1.c1cc[nH]c1.c1cc[nH]c1.c1ccncc1.c1ccncc1. For the energy above the lowest of the compared OMol25 structures with the same formula, charge and spin, the calculation gives 50.69 kcal/mol. For the gap between HOMO and LUMO, the calculation gives 8.1 eV. For the total energy, the calculation gives -53541.6906 eV. As for the HOMO energy: -7.80 eV.

Atoms and positions in Å:
C (-1.0173, 2.2901, 5.2461)
C (0.1568, 1.8707, 4.7068)
C (-0.0928, 0.5785, 4.1732)
N (-1.4374, 0.2669, 4.3021)
C (-2.0262, 1.3418, 4.9890)
H (-1.3245, 3.1512, 5.8211)
H (1.1468, 2.2894, 4.6026)
H (0.5540, -0.1138, 3.6549)
H (-1.8737, -0.6347, 4.1720)
H (-3.0677, 1.2690, 5.2654)
C (-4.5156, -2.3080, -1.3763)
C (-3.1833, -1.7327, -1.4847)
C (-3.2943, -0.3799, -1.5905)
N (-4.6817, -0.0797, -1.4724)
C (-5.3923, -1.2525, -1.2989)
H (-4.8069, -3.3436, -1.2818)
H (-2.2800, -2.3169, -1.5806)
H (-2.6131, 0.4573, -1.6299)
H (-4.9935, 0.8557, -1.2534)
H (-6.4416, -1.2821, -1.0449)
C (-0.0894, 3.7907, -0.0461)
C (-0.8319, 4.8329, 0.5969)
C (-1.1165, 4.3915, 1.8831)
N (-0.6240, 3.1151, 1.9086)
C (0.0789, 2.8158, 0.8512)
H (0.2747, 3.6957, -1.0584)
H (-1.0820, 5.7095, 0.0177)
H (-1.7187, 4.9108, 2.6139)
H (-0.7859, 2.3996, 2.6028)
H (0.5372, 1.8418, 0.7636)
C (1.7031, -4.8038, 4.7585)
C (0.9637, -3.9956, 5.4822)
C (0.2066, -3.2321, 4.6075)
N (0.3570, -3.7889, 3.3759)
C (1.2016, -4.8196, 3.4882)
H (2.5234, -5.4321, 5.0727)
H (1.1253, -3.8818, 6.5439)
H (-0.5550, -2.4730, 4.7091)
H (0.0136, -3.3410, 2.5383)
H (1.6683, -5.2585, 2.6188)
C (4.9478, -4.3951, -4.0187)
C (3.9897, -4.8176, -3.0674)
C (4.3717, -4.3380, -1.7746)
N (5.4806, -3.5738, -1.9366)
C (5.8294, -3.5810, -3.3172)
H (5.0777, -4.6021, -5.0706)
H (3.2110, -5.5077, -3.3569)
H (3.8955, -4.4033, -0.8075)
H (5.9983, -3.0727, -1.2289)
H (6.7375, -3.0367, -3.5305)
C (4.9672, 3.0600, -2.2725)
C (3.8341, 2.9456, -1.5574)
C (3.2728, 1.6713, -1.8689)
N (4.1329, 0.9944, -2.6603)
C (5.1345, 1.8302, -2.9252)
H (5.6384, 3.9042, -2.2162)
H (3.3856, 3.6509, -0.8735)
H (2.3403, 1.2543, -1.5180)
H (4.0595, 0.0335, -2.9627)
H (5.9941, 1.5180, -3.4997)
C (0.5340, 1.9281, -3.9313)
C (-0.8556, 1.9673, -3.8774)
C (-1.3626, 0.6582, -4.1855)
N (-0.3117, -0.1894, -4.3611)
C (0.8537, 0.5868, -4.1793)
H (1.1631, 2.7629, -3.6600)
H (-1.3718, 2.8198, -3.4614)
H (-2.3840, 0.3245, -4.0773)
H (-0.4020, -1.1749, -4.5628)
H (1.8120, 0.0888, -4.1833)
C (-4.8731, 2.0090, 1.7308)
C (-6.1814, 2.3159, 1.4844)
C (-6.5123, 2.8204, 0.1912)
N (-5.6071, 3.1787, -0.7664)
C (-4.3214, 2.8386, -0.4869)
C (-3.8866, 2.2350, 0.6889)
H (-4.5745, 1.4842, 2.6263)
H (-6.9632, 1.9513, 2.1343)
H (-7.5397, 3.1007, 0.0114)
H (-3.6938, 2.8979, -1.3638)
H (-2.8696, 1.8725, 0.7153)
C (1.5102, -1.4438, -1.3591)
C (0.3084, -0.8207, -0.9734)
C (0.1052, -0.5861, 0.3805)
N (0.9481, -1.0635, 1.3379)
C (2.1004, -1.6950, 0.9718)
C (2.4341, -1.7926, -0.3608)
H (1.7488, -1.6729, -2.3872)
H (-0.3308, -0.3052, -1.6748)
H (-0.6344, 0.1459, 0.6696)
H (2.8036, -1.9582, 1.7481)
H (3.3896, -2.2218, -0.6237)

---

# 2
A molecular structure, C38H46As2N5O5RuS2Sb in a non-equilibrium geometry, computed with wB97M-V/def2-TZVPD.

Its spin multiplicity is 2. As for the total charge: +1. As for the lowest unoccupied orbital energy (alpha / beta): -2.4 / -3.3 eV. For the gap between HOMO and LUMO (alpha / beta), the calculation gives 7.9 / 7.0 eV. For the total energy, the calculation gives -210302.9787 eV. As for the HOMO energy (alpha / beta): -10.30 / -10.30 eV.

Atoms and positions in Å:
Ru (0.3301, -0.7722, -0.1597)
C (-4.9570, -2.9692, 2.8754)
C (-3.6848, -2.6524, 3.3278)
C (-2.8492, -1.8665, 2.5476)
C (-3.2743, -1.3971, 1.3063)
C (-4.5580, -1.7036, 0.8656)
C (-5.3915, -2.4893, 1.6485)
As (-2.0764, -0.2783, 0.2565)
C (-2.5155, 1.5255, 0.7806)
C (-2.0693, 2.6004, 0.0133)
C (-2.4251, 3.8919, 0.3673)
C (-3.2091, 4.1180, 1.4946)
C (-3.6367, 3.0494, 2.2662)
C (-3.2907, 1.7502, 1.9092)
C (-2.9852, -0.4147, -1.4725)
C (-2.9500, -1.6725, -2.0665)
C (-3.5853, -1.9107, -3.2732)
C (-4.2624, -0.8778, -3.9101)
C (-4.3143, 0.3744, -3.3191)
C (-3.6856, 0.6065, -2.0996)
H (-5.6110, -3.5845, 3.4790)
H (-3.3408, -3.0149, 4.2878)
H (-1.8674, -1.6130, 2.9187)
H (-4.9172, -1.3381, -0.0868)
H (-6.3864, -2.7256, 1.2946)
H (-1.4430, 2.4236, -0.8526)
H (-2.0918, 4.7253, -0.2385)
H (-3.4858, 5.1283, 1.7664)
H (-4.2449, 3.2212, 3.1446)
H (-3.6370, 0.9175, 2.5094)
H (-2.4483, -2.4824, -1.5524)
H (-3.5557, -2.8991, -3.7147)
H (-4.7550, -1.0539, -4.8572)
H (-4.8552, 1.1788, -3.8005)
H (-3.7690, 1.5847, -1.6478)
C (0.8272, -1.0755, 5.3111)
N (0.8212, -1.7475, 4.0142)
C (1.2091, -3.0575, 3.9471)
C (1.1855, -3.7294, 2.7923)
C (0.7629, -3.0363, 1.5986)
O (0.7288, -3.6049, 0.5045)
N (0.3960, -1.7106, 1.6915)
C (0.4147, -1.0518, 2.8844)
O (0.0502, 0.1184, 3.0034)
H (0.2770, -1.6744, 6.0354)
H (0.3473, -0.1104, 5.2034)
H (1.8501, -0.9345, 5.6608)
H (1.5219, -3.4967, 4.8848)
H (1.4789, -4.7635, 2.7141)
C (-0.6648, -4.5043, -1.8884)
Sb (0.4972, -2.7208, -1.9890)
C (0.0700, -2.1800, -4.0028)
C (2.4039, -3.6372, -2.0695)
H (-0.5857, -5.0116, -2.8502)
H (-1.7147, -4.3228, -1.6758)
H (-0.2464, -5.1258, -1.1028)
H (0.0618, -3.0926, -4.5986)
H (0.8298, -1.5015, -4.3773)
H (-0.9082, -1.7051, -4.0454)
H (2.3198, -4.5530, -2.6535)
H (2.7024, -3.8743, -1.0509)
H (3.1272, -2.9700, -2.5316)
N (3.7911, 5.8925, -3.3870)
C (3.3923, 4.6072, -3.1290)
C (4.2482, 3.7162, -2.4641)
C (3.8361, 2.4342, -2.1687)
C (2.5584, 2.0221, -2.5236)
C (1.6975, 2.8878, -3.1863)
C (2.1087, 4.1709, -3.4850)
S (2.0535, 0.3865, -2.1722)
O (2.6547, -0.4988, -3.1352)
O (0.5725, 0.3889, -2.1106)
N (2.4653, 0.0423, -0.6656)
C (3.4963, -0.8371, -0.3676)
S (5.0105, -1.0129, -1.2022)
C (5.5311, -2.1480, -0.0283)
C (4.5569, -2.3192, 0.8942)
N (3.4186, -1.5808, 0.7074)
H (4.7711, 6.1094, -3.3433)
H (3.2633, 6.4325, -4.0498)
H (5.2428, 4.0406, -2.1837)
H (4.5117, 1.7601, -1.6549)
H (0.7035, 2.5552, -3.4571)
H (1.4366, 4.8465, -3.9994)
H (6.4906, -2.6320, -0.0968)
H (4.6141, -2.9946, 1.7357)
C (2.6337, 1.4708, 2.3810)
As (1.1181, 2.2066, 1.4642)
C (1.7737, 3.6301, 0.3400)
C (-0.0076, 3.1619, 2.6909)
O (0.2686, 1.1624, 0.4501)
H (2.8741, 2.1399, 3.2077)
H (3.4671, 1.4146, 1.6855)
H (2.4060, 0.4754, 2.7493)
H (2.8485, 3.7491, 0.4672)
H (1.2654, 4.5539, 0.6108)
H (1.5650, 3.3876, -0.6988)
H (0.6273, 3.9117, 3.1663)
H (-0.4430, 2.4972, 3.4255)
H (-0.7864, 3.6626, 2.1157)